(1)
Molecular formula: C46H86Cl4F3N9O5S
Method: DFT, ωB97M-V/def2-TZVPD

## Properties
- Kohn-Sham gap: 8.07 eV
- Strongest force on any atom: 0.035 Eh/bohr
- HOMO energy: -0.2839 Ha
- DFT total energy: -5211.813437 Ha

Last column: Löwdin charge in e.
Cartesian coordinates (Å):
C1 3.961 -3.516 35.395  -0.10
O1 4.380 -4.737 35.962  -0.19
C2 5.556 -4.564 36.734  -0.19
C3 5.749 -5.884 37.460  -0.07
N1 5.677 -6.994 36.439  0.09
H1 4.773 -6.939 35.962  0.16
H2 6.406 -6.888 35.711  0.12
C4 5.878 -8.336 37.036  -0.12
C5 4.640 -8.880 37.683  -0.21
O2 3.701 -9.083 36.643  -0.18
C6 2.419 -9.355 37.169  -0.10
H3 3.782 -2.744 36.149  0.09
H4 3.056 -3.688 34.814  0.09
H5 4.695 -3.120 34.678  0.09
H6 5.411 -3.797 37.497  0.13
H7 6.418 -4.356 36.097  0.11
H8 4.905 -6.130 38.098  0.12
H9 6.711 -6.010 37.950  0.09
H10 6.747 -8.397 37.689  0.10
H11 6.119 -9.014 36.211  0.10
H12 4.212 -8.199 38.430  0.11
H13 4.895 -9.812 38.191  0.12
H14 1.703 -9.452 36.353  0.09
H15 2.066 -8.581 37.856  0.09
H16 2.433 -10.330 37.675  0.09
C7 11.013 -7.519 38.240  -0.71
F1 11.052 -6.293 37.751  0.10
F2 11.010 -8.381 37.257  0.16
F3 12.057 -7.730 38.988  0.18
S1 9.398 -7.676 39.169  0.53
O3 8.359 -7.279 38.231  -0.34
O4 9.235 -9.088 39.506  -0.33
O5 9.464 -6.804 40.334  -0.31
C8 14.710 -6.169 44.349  -0.07
C9 15.752 -6.482 43.253  -0.24
N2 15.327 -6.151 41.913  -0.18
C10 15.130 -4.733 41.672  -0.30
C11 16.356 -3.886 41.944  -0.09
C12 14.180 -6.882 41.382  -0.26
C13 14.180 -8.372 41.767  -0.08
H17 15.041 -6.642 45.273  0.07
H18 13.715 -6.497 44.051  0.04
H19 14.622 -5.092 44.520  0.07
H20 16.688 -5.977 43.484  0.10
H21 15.956 -7.547 43.332  0.10
H22 14.820 -4.559 40.635  0.07
H23 14.248 -4.336 42.216  0.12
H24 16.200 -2.856 41.618  0.05
H25 16.545 -3.819 43.022  0.07
H26 17.268 -4.278 41.497  0.08
H27 14.177 -6.822 40.294  0.10
H28 13.221 -6.473 41.746  0.10
H29 13.860 -8.475 42.803  0.04
H30 15.141 -8.861 41.620  0.08
H31 13.444 -8.913 41.168  0.07
C14 9.034 -6.526 35.358  -0.06
C15 8.231 -5.991 34.187  -0.25
N3 7.053 -6.753 33.811  -0.20
C16 7.329 -8.161 33.492  -0.26
C17 8.203 -8.365 32.262  -0.06
C18 6.340 -6.024 32.761  -0.26
C19 5.093 -6.725 32.283  -0.07
H32 8.513 -6.426 36.316  0.04
H33 10.007 -6.060 35.524  0.09
H34 9.269 -7.591 35.274  0.05
H35 7.880 -4.997 34.500  0.11
H36 8.868 -5.728 33.327  0.12
H37 7.891 -8.550 34.347  0.05
H38 6.429 -8.772 33.468  0.11
H39 7.676 -8.094 31.343  0.07
H40 9.127 -7.786 32.271  0.08
H41 8.481 -9.419 32.196  0.08
H42 7.009 -5.688 31.954  0.12
H43 6.068 -5.064 33.221  0.11
H44 4.594 -6.194 31.474  0.08
H45 4.350 -6.755 33.088  0.08
H46 5.270 -7.767 32.021  0.06
C20 11.857 -7.552 47.934  -0.08
C21 12.216 -7.889 46.490  -0.28
N4 11.141 -8.590 45.847  -0.19
C22 10.775 -9.860 46.440  -0.25
C23 11.893 -10.912 46.536  -0.09
C24 11.250 -8.708 44.394  -0.24
C25 10.908 -7.403 43.677  -0.07
H47 11.847 -8.500 48.488  0.06
H48 10.816 -7.228 47.953  0.08
H49 12.578 -6.939 48.466  0.07
H50 12.447 -6.964 45.956  0.09
H51 13.175 -8.439 46.467  0.11
H52 10.468 -9.722 47.485  0.10
H53 9.904 -10.288 45.955  0.10
H54 12.293 -11.211 45.565  0.07
H55 12.716 -10.693 47.221  0.06
H56 11.486 -11.825 46.990  0.07
H57 10.552 -9.464 44.035  0.09
H58 12.239 -9.131 44.146  0.10
H59 9.819 -7.334 43.753  0.07
H60 11.138 -7.403 42.610  0.05
H61 11.369 -6.530 44.138  0.06
C26 12.390 -2.210 39.272  -2.03
Cl1 14.098 -1.766 39.562  0.53
Cl2 12.278 -3.965 39.142  0.57
Cl3 11.437 -1.735 40.642  0.57
Cl4 11.793 -1.389 37.818  0.54
N5 8.773 -4.161 39.844  0.02
C27 8.257 -2.997 40.346  -0.17
C28 7.846 -2.227 39.290  -0.12
C29 8.148 -2.946 38.108  -0.13
C30 8.758 -4.117 38.480  -0.16
H62 9.172 -4.918 40.391  0.10
H63 8.152 -2.848 41.407  0.11
H64 7.350 -1.271 39.344  0.09
H65 7.934 -2.586 37.114  0.09
H66 9.188 -4.921 37.912  0.08
N6 7.926 -10.441 37.324  0.03
C31 8.231 -10.062 36.050  -0.15
C32 7.383 -10.758 35.205  -0.12
C33 6.501 -11.502 36.021  -0.10
C34 6.885 -11.324 37.322  -0.13
H67 8.431 -10.092 38.138  0.10
H68 9.024 -9.365 35.850  0.09
H69 7.464 -10.773 34.130  0.09
H70 5.751 -12.183 35.653  0.10
H71 6.525 -11.698 38.266  0.12
N7 9.048 -10.567 41.987  0.03
C35 8.152 -10.295 42.983  -0.16
C36 8.101 -11.387 43.808  -0.13
C37 9.002 -12.361 43.297  -0.11
C38 9.550 -11.826 42.155  -0.13
H72 9.379 -9.932 41.268  0.10
H73 7.680 -9.340 43.141  0.11
H74 7.533 -11.467 44.721  0.09
H75 9.142 -13.346 43.708  0.09
H76 10.272 -12.228 41.466  0.09
N8 13.340 -13.337 38.475  0.00
C39 13.462 -12.208 37.713  -0.13
C40 12.289 -11.487 37.819  -0.10
C41 11.494 -12.176 38.764  -0.12
C42 12.126 -13.333 39.113  -0.14
H77 13.991 -14.095 38.423  0.14
H78 14.398 -12.046 37.204  0.11
H79 12.188 -10.512 37.377  0.07
H80 10.504 -11.865 39.059  0.08
H81 11.808 -14.118 39.777  0.11
N9 6.333 -7.397 40.771  0.04
C43 5.665 -6.202 40.804  -0.14
C44 4.349 -6.464 41.067  -0.12
C45 4.211 -7.857 41.250  -0.11
C46 5.464 -8.408 41.078  -0.14
H82 7.335 -7.468 40.721  0.09
H83 6.217 -5.288 40.649  0.11
H84 3.558 -5.736 41.156  0.09
H85 3.328 -8.440 41.446  0.09
H86 5.848 -9.399 41.257  0.10

=====

(2)
Molecular formula: C2H9ClNSi
Method: DFT, ωB97M-V/def2-TZVPD

## Properties
- SMILES: [NH3+]CC[SiH2]Cl
- Net charge: +1
- Energy relative to the best compared isomer or geometry (same formula, charge and spin): 20.11 kcal per mole
- Kohn-Sham gap: 11.31 eV
- Strongest force on any atom: 0.079 Eh/bohr
- HOMO energy: -0.5526 Ha
- DFT total energy: -885.752399 Ha

Last column: Löwdin charge in e.
Cartesian coordinates (Å):
N1 -0.838 1.338 0.527  0.05
C1 -0.963 0.298 -0.582  -0.18
C2 -0.211 -1.160 0.305  -0.23
Si1 1.666 -0.918 -0.173  0.40
Cl1 1.947 1.121 -0.806  0.27
H1 0.270 1.276 0.691  0.10
H2 -1.434 0.943 1.278  0.15
H3 -1.272 2.350 0.436  0.22
H4 -0.547 0.631 -1.555  0.08
H5 -2.027 0.057 -0.638  0.10
H6 -0.604 -1.060 1.329  0.05
H7 -0.608 -2.023 -0.323  0.07
H8 1.723 -2.026 -1.186  -0.03
H9 2.897 -0.827 0.696  -0.05

=====

(3)
Molecular formula: C16H22N4O2S
Method: DFT, ωB97M-V/def2-TZVPD

## Properties
- Energy relative to the best compared isomer or geometry (same formula, charge and spin): 16.79 kcal per mole
- Kohn-Sham gap: 9.69 eV
- Strongest force on any atom: 0.010 Eh/bohr
- HOMO energy: -0.3334 Ha
- DFT total energy: -1390.615153 Ha

Last column: Löwdin charge in e.
Cartesian coordinates (Å):
C1 -1.518 -0.817 -2.449  -0.09
C2 -1.629 0.481 -1.658  -0.18
C3 -2.147 0.289 -0.215  -0.39
C4 -3.560 -0.288 -0.182  -0.02
C5 -1.237 -0.612 0.523  -0.14
N1 -0.533 -1.285 1.134  0.23
C6 -2.108 1.628 0.573  -0.45
O1 -3.092 2.063 1.138  0.08
N2 -0.898 2.217 0.600  0.09
C7 -0.569 3.241 1.580  -0.15
C8 -0.518 2.623 2.955  -0.07
C9 0.551 2.079 3.522  -0.08
C10 1.934 2.020 2.934  -0.16
N3 2.267 0.722 2.349  0.08
C11 2.098 0.455 1.034  -0.49
O2 1.828 1.322 0.212  -0.01
C12 2.441 -0.971 0.644  -0.12
C13 2.069 -1.360 -0.752  -0.51
C14 1.794 -2.627 -1.181  -0.09
C15 1.558 -2.659 -2.581  -0.49
C16 1.185 -3.885 -3.356  -0.04
N4 1.656 -1.500 -3.189  -0.26
S1 2.013 -0.320 -2.103  1.05
H1 -1.016 -0.635 -3.399  0.07
H2 -0.919 -1.550 -1.904  0.06
H3 -2.495 -1.252 -2.657  0.07
H4 -0.650 0.958 -1.632  0.09
H5 -2.309 1.183 -2.147  0.13
H6 -3.922 -0.356 0.841  0.09
H7 -4.225 0.376 -0.732  0.10
H8 -3.578 -1.277 -0.636  0.09
H9 -0.105 1.752 0.177  0.09
H10 0.390 3.664 1.286  0.11
H11 -1.310 4.038 1.548  0.12
H12 -1.471 2.557 3.467  0.11
H13 0.436 1.611 4.495  0.10
H14 2.073 2.759 2.149  0.11
H15 2.678 2.230 3.704  0.12
H16 2.349 -0.062 2.976  0.14
H17 3.524 -1.073 0.766  0.14
H18 1.965 -1.661 1.341  0.10
H19 1.752 -3.487 -0.527  0.12
H20 0.201 -4.242 -3.044  0.08
H21 1.147 -3.662 -4.420  0.08
H22 1.902 -4.688 -3.186  0.08

=====

(4)
Molecular formula: H14O7
Method: DFT, ωB97M-V/def2-TZVPD

## Properties
- SMILES: O.O.O.O.O.O.O
- Energy relative to the best compared isomer or geometry (same formula, charge and spin): 85.57 kcal per mole
- Kohn-Sham gap: 9.88 eV
- Strongest force on any atom: 0.091 Eh/bohr
- HOMO energy: -0.3472 Ha
- DFT total energy: -534.987472 Ha

Last column: Löwdin charge in e.
Cartesian coordinates (Å):
O1 -0.895 -0.096 0.566  -0.11
H1 -1.162 0.320 -0.254  0.02
H2 -1.115 0.571 1.333  0.10
O2 1.450 1.889 -1.120  -0.09
H3 1.037 1.361 -1.878  0.07
H4 2.343 2.137 -1.361  0.02
O3 1.876 -1.472 -1.296  -0.07
H5 2.633 -1.688 -0.771  0.00
H6 2.001 -1.800 -2.237  0.07
O4 -4.041 1.327 0.328  -0.04
H7 -3.856 2.254 0.145  0.04
H8 -4.825 1.084 -0.134  0.02
O5 -2.952 -1.837 -0.265  -0.11
H9 -2.987 -1.107 -0.990  0.07
H10 -3.771 -2.340 -0.419  0.03
O6 1.059 -0.461 1.911  -0.10
H11 1.023 -1.495 1.935  0.11
H12 0.283 -0.071 2.284  -0.01
O7 3.892 0.125 0.793  -0.02
H13 3.274 0.871 0.663  0.04
H14 4.732 0.427 0.766  -0.04